Entry 1:
The following is a quantum chemistry calculation of the molecule C6H13NO2 at a distorted geometry, from the Open Molecules 2025 dataset.

Properties
Energy relative to the best compared isomer or geometry (same formula, charge and spin) ... 480.4 kJ/mol
HOMO-LUMO gap ... 9.08 eV
Structure (SMILES) ... C[C@H]1C(C)(C)[C@]1(O)ON
Energy ... -12013.746 eV
E_HOMO ... -8.35 eV

The geometry in ORCA input format:
```
! RIJCOSX wB97M-V def2-TZVPD def2/J DEFGRID3
* xyz 0 1
C 0.05 0.33 -0.79
C -1.19 0.97 -1.35
C 1.31 0.66 -1.53
C -0.85 -2.40 0.02
C 0.05 -0.07 0.62
N 0.88 1.64 2.20
C 0.18 -1.33 -0.11
O 1.37 0.52 1.45
O -1.10 0.13 1.38
H -0.79 0.09 2.33
H 1.65 2.13 2.66
H 0.33 1.31 3.00
H 1.16 -1.69 -0.36
H -0.99 1.78 -2.05
H -1.81 1.46 -0.61
H -1.85 0.24 -1.82
H 1.49 1.74 -1.48
H 2.19 0.15 -1.13
H 1.22 0.40 -2.59
H -0.82 -3.07 -0.85
H -0.63 -3.01 0.90
H -1.86 -2.00 0.13
*
```

=====

Entry 2:
The following is a quantum chemistry calculation of the molecule C6H13NO2 at a distorted geometry, from the Open Molecules 2025 dataset.

Properties
Energy relative to the best compared isomer or geometry (same formula, charge and spin) ... 385.5 kJ/mol
HOMO-LUMO gap ... 9.13 eV
Structure (SMILES) ... C[C@@]1(CO)C[C@@]1(N)CO
Energy ... -12014.730 eV
E_HOMO ... -8.47 eV

The geometry in ORCA input format:
```
! RIJCOSX wB97M-V def2-TZVPD def2/J DEFGRID3
* xyz 0 1
C -0.64 0.14 0.40
C 0.23 0.04 -0.72
C 1.25 1.56 -0.62
C -1.22 0.42 -0.95
C -1.02 -1.60 0.83
C 1.08 -1.04 -1.31
N -0.68 0.89 1.57
O 2.27 1.46 0.36
O -2.19 -1.54 1.58
H 2.33 0.60 0.78
H -2.10 -0.80 2.19
H -1.04 1.83 1.44
H 0.21 0.90 2.06
H 1.72 1.71 -1.60
H 0.64 2.45 -0.40
H -1.44 1.45 -1.22
H -1.90 -0.30 -1.38
H -0.16 -1.97 1.41
H -1.21 -2.25 -0.03
H 1.92 -1.26 -0.65
H 0.50 -1.95 -1.46
H 1.46 -0.72 -2.28
*
```

=====

Entry 3:
The following is a quantum chemistry calculation of a 2-piece molecular cluster, C6H13NO2 overall at a distorted geometry, from the Open Molecules 2025 dataset.

Properties
Energy relative to the best compared isomer or geometry (same formula, charge and spin) ... 449.1 kJ/mol
HOMO-LUMO gap ... 9.19 eV
Energy ... -12014.071 eV
E_HOMO ... -8.53 eV

The geometry in ORCA input format:
```
! RIJCOSX wB97M-V def2-TZVPD def2/J DEFGRID3
* xyz 0 1
C 0.59 -1.32 0.05
C 0.24 0.53 -0.78
C 0.38 -1.18 1.52
C -0.82 0.77 -1.88
C 0.65 1.91 -0.25
C -0.84 -0.24 1.73
O 1.88 -1.58 -0.30
O -0.26 -2.24 -0.48
N -1.47 -0.15 2.82
H -1.07 -1.83 -0.84
H 1.94 -2.37 -0.86
H 1.11 0.27 -1.40
H -2.09 0.66 2.83
H 1.28 -0.78 1.99
H 0.13 -2.13 2.00
H -0.62 0.45 0.66
H -1.75 1.16 -1.44
H -1.06 -0.13 -2.45
H -0.48 1.47 -2.65
H 1.49 1.78 0.44
H -0.17 2.35 0.32
H 0.93 2.61 -1.04
*
```

=====

Entry 4:
The following is a quantum chemistry calculation of a 2-piece molecular cluster, C6H13NO3 overall at a distorted geometry, from the Open Molecules 2025 dataset.

Properties
Energy relative to the best compared isomer or geometry (same formula, charge and spin) ... 196.3 kJ/mol
HOMO-LUMO gap ... 11.12 eV
Structure (SMILES) ... CC(C)[C@@H](O)[C@@H](O)C#N.O
Energy ... -14064.594 eV
E_HOMO ... -10.75 eV

The geometry in ORCA input format:
```
! RIJCOSX wB97M-V def2-TZVPD def2/J DEFGRID3
* xyz 0 1
C -1.03 1.52 1.69
C 0.22 1.17 0.88
C 1.49 1.37 1.71
C 0.19 -0.25 0.29
O 0.08 -1.27 1.26
C -0.92 -0.45 -0.77
O -0.95 0.55 -1.76
C -0.81 -1.80 -1.40
N -0.88 -2.93 -1.70
H -0.97 2.57 2.01
H -1.96 1.40 1.12
H -1.10 0.92 2.61
H 0.28 1.85 0.02
H 1.55 2.41 2.07
H 1.49 0.71 2.58
H 2.39 1.16 1.11
H 1.16 -0.43 -0.21
H -0.68 -1.10 1.83
H -1.90 -0.42 -0.27
H -0.10 0.61 -2.21
O 0.80 -2.46 -4.00
H 1.33 -1.92 -3.39
H 0.34 -3.20 -3.47
*
```